Entry 1:
28
Properties=species:S:1:pos:R:3:lowdin_charge:R:1 method="wB97M-V/def2-TZVPD" e_above_lowest_kcal_mol=55.1 multiplicity=1
O 0.690 1.372 -2.198 0.01
N 1.610 3.342 -2.544 0.14
N 0.222 -0.969 -0.717 0.07
C -0.919 0.019 3.110 -0.11
C -0.486 0.876 0.843 -0.02
C -0.938 3.073 -2.620 -0.01
C 0.445 -2.312 -0.631 -0.06
C 0.528 2.539 -2.421 -0.60
C 0.054 -2.716 0.660 -0.20
C -0.336 -1.540 1.411 -0.15
C -0.871 1.081 2.155 -0.13
C -0.748 -1.333 2.766 -0.01
C 0.484 -4.123 1.270 -0.05
C -0.186 -0.486 0.502 -0.22
H -0.363 1.707 0.036 0.12
H -1.090 3.314 -3.635 0.04
H -0.638 -2.135 3.357 0.06
H 0.506 -0.333 -1.424 0.09
H -1.237 2.129 2.539 0.13
H 0.794 -4.184 2.250 0.01
H -0.623 -4.529 1.325 0.10
H -1.783 2.255 -2.449 0.13
H -0.955 4.032 -1.959 0.11
H 1.225 -4.783 0.757 0.07
H -1.243 0.143 4.183 0.11
H 2.474 2.872 -2.545 0.09
H 1.511 4.381 -2.876 0.17
H 0.909 -2.927 -1.412 0.12

Entry 2:
44
Properties=species:S:1:pos:R:3:lowdin_charge:R:1 method="wB97M-V/def2-TZVPD" multiplicity=1
P -0.870 1.935 0.060 0.90
O -4.122 0.813 -3.385 0.02
O -1.105 1.776 1.512 -0.23
O 0.688 -0.628 5.884 0.01
O 1.515 0.963 1.279 -0.05
O 0.715 -2.069 -2.798 0.18
O -1.601 -1.339 0.565 0.19
O -1.236 -1.649 -1.677 0.08
N 0.226 1.660 3.005 0.15
N -4.711 -0.122 -5.366 0.15
N 1.305 -2.811 5.926 0.14
N 0.732 -1.780 3.934 0.17
N -3.170 -1.154 -3.977 0.16
N 2.441 0.459 -2.718 -0.10
N 2.485 1.302 3.303 0.16
C -1.251 -0.890 -0.487 -0.38
C 1.412 1.296 2.459 -0.66
C 0.892 -1.673 5.285 -0.68
C 1.103 1.038 -2.713 -0.16
C -0.607 0.415 -0.847 -0.16
C 0.171 0.169 -1.917 -0.09
C -0.004 -1.287 -2.235 -0.35
C 3.017 0.662 -1.394 -0.11
C -4.010 -0.096 -4.190 -0.68
H 1.431 -2.758 6.918 0.10
H -4.635 -0.858 -6.041 0.09
H -0.575 1.692 2.388 -0.26
H 2.239 0.625 -0.632 0.03
H -2.656 -1.147 -3.115 0.07
H -1.967 2.505 -0.602 0.04
H -3.046 -1.910 -4.621 0.10
H 3.780 -0.081 -1.177 0.09
H 2.415 -0.511 -2.992 0.09
H 0.718 1.173 -3.723 0.13
H 1.478 -3.678 5.456 0.09
H 0.123 1.919 3.968 0.10
H 2.419 1.554 4.271 0.10
H 3.479 1.647 -1.333 0.08
H 3.371 1.023 2.928 0.10
H 0.429 -0.951 3.453 0.08
H 1.194 2.003 -2.219 0.11
H -5.334 0.642 -5.545 0.10
H 0.905 -2.616 3.411 0.09
H 0.217 2.740 -0.303 0.04

Entry 3:
16
Properties=species:S:1:pos:R:3:lowdin_charge:R:1 method="wB97M-V/def2-TZVPD" e_above_lowest_kcal_mol=29.4 multiplicity=1
S 2.498 1.164 -1.569 0.29
S 2.797 -0.912 -1.131 0.34
N -1.527 0.497 1.080 -0.05
N -2.818 -0.142 -0.864 -0.03
C -1.433 0.075 -0.378 -0.35
C 2.492 -0.819 0.733 -0.48
H -0.744 0.703 -0.986 0.07
H -1.477 1.606 1.125 0.11
H 1.176 1.207 -1.849 -0.24
H 1.753 -1.646 0.991 0.03
H -3.413 0.661 -0.758 0.04
H 2.131 0.169 1.091 0.01
H -0.764 0.076 1.604 0.03
H -1.048 -0.968 -0.193 0.11
H 3.561 -0.988 1.140 0.04
H -3.185 -0.683 -0.034 0.08

Entry 4:
15
Properties=species:S:1:pos:R:3:lowdin_charge:R:1 method="wB97M-V/def2-TZVPD" e_above_lowest_kcal_mol=10.6 multiplicity=1 total_charge=+1
S -2.653 -0.424 0.415 0.75
O 3.884 0.484 0.821 -0.04
N 1.285 0.207 -0.974 0.20
C -0.051 0.623 -0.419 -0.20
C -0.906 -0.646 -0.136 -0.56
H 2.068 0.240 -0.312 0.12
H -0.384 -1.253 0.595 0.07
H -2.639 0.736 -0.316 -0.12
H 4.585 1.110 0.646 0.05
H -0.496 1.163 -1.233 0.11
H 4.232 -0.009 1.565 0.06
H 1.240 -0.738 -1.365 0.17
H 1.480 0.825 -1.759 0.17
H -0.987 -1.084 -1.138 0.07
H 0.041 1.299 0.427 0.14

Entry 5:
63
Properties=species:S:1:pos:R:3:lowdin_charge:R:1 method="wB97M-V/def2-TZVPD" e_above_lowest_kcal_mol=18.5 multiplicity=1 total_charge=-2
K 21.091 -7.819 0.881 0.84
S 24.099 -9.895 2.594 0.54
S 20.615 -10.415 -2.429 0.52
S 20.399 -4.225 2.816 0.46
S 17.624 -9.076 2.307 0.45
F 19.698 -10.252 -4.941 0.12
F 26.336 -8.794 3.634 0.10
F 21.996 -4.272 4.939 0.10
F 25.321 -7.462 2.287 0.12
F 19.465 -8.453 -3.762 0.13
F 16.484 -6.641 2.141 0.11
F 21.408 -8.975 -4.518 0.10
F 15.791 -7.882 3.783 0.11
F 24.507 -7.913 4.316 0.14
F 15.100 -8.236 1.746 0.09
F 21.235 -2.320 4.568 0.12
F 22.776 -3.186 3.256 0.08
O 21.777 -11.268 -2.662 -0.35
O 25.135 -10.771 2.044 -0.41
O 19.200 -4.289 3.635 -0.33
O 23.428 -10.459 3.737 -0.28
O 23.239 -9.352 1.547 -0.39
O 18.368 -8.634 1.152 -0.38
O 19.338 -11.098 -2.212 -0.30
O 20.978 -5.515 2.462 -0.40
O 18.254 -8.831 3.586 -0.33
O 17.033 -10.396 2.205 -0.34
O 20.866 -9.324 -1.488 -0.38
O 20.248 -3.251 1.748 -0.35
N 24.995 -11.377 -1.380 -0.22
C 26.399 -11.370 -2.007 -0.10
C 24.763 -8.881 -1.976 -0.21
C 27.133 -12.617 -1.698 -0.19
C 21.643 -3.427 3.959 -0.66
C 25.093 -11.256 0.107 -0.08
C 20.272 -9.480 -4.014 -0.67
C 24.143 -10.269 -1.930 -0.16
C 25.119 -8.392 3.238 -0.62
C 16.152 -7.890 2.504 -0.66
C 24.990 -13.888 -1.386 -0.16
C 24.193 -12.621 -1.737 -0.11
C 23.675 -7.819 -2.046 -0.07
C 26.315 -13.828 -2.131 -0.20
H 23.323 -10.198 -1.215 0.11
H 26.927 -14.722 -1.982 0.11
H 25.476 -10.270 0.353 0.10
H 24.093 -6.814 -1.973 0.08
H 25.348 -8.838 -2.901 0.11
H 23.746 -10.570 -2.894 0.12
H 23.180 -12.556 -1.342 0.13
H 23.098 -7.935 -2.961 0.07
H 25.390 -8.689 -1.104 0.11
H 24.377 -14.697 -1.787 0.12
H 27.552 -12.692 -0.694 0.12
H 24.100 -11.343 0.540 0.11
H 26.132 -11.251 -3.059 0.14
H 28.044 -12.714 -2.301 0.12
H 26.876 -10.456 -1.659 0.13
H 25.749 -12.007 0.537 0.11
H 26.074 -13.858 -3.198 0.12
H 25.177 -14.049 -0.325 0.12
H 24.014 -12.646 -2.814 0.13
H 23.023 -7.910 -1.190 0.04

Entry 6:
14
Properties=species:S:1:pos:R:3:lowdin_charge:R:1 method="wB97M-V/def2-TZVPD" e_above_lowest_kcal_mol=69.4 multiplicity=1
O -0.833 0.767 -1.371 0.10
O -1.472 0.558 0.940 -0.18
C -0.168 -1.537 -1.250 0.02
C -0.357 -0.202 -0.625 -0.24
C 0.929 1.165 1.138 -0.04
C -0.156 0.126 0.821 -0.51
H 0.067 -0.811 1.380 0.14
H 0.810 2.053 0.502 0.08
H 0.820 1.476 2.186 0.09
H 1.943 0.760 0.993 0.08
H -0.681 -2.287 -0.632 0.11
H 0.901 -1.803 -1.241 0.11
H -1.243 1.307 -0.567 0.16
H -0.559 -1.572 -2.273 0.09

no.,Kohn-Sham gap (eV)
1,7.716
2,7.653
3,9.549
4,9.331
5,6.862
6,8.838